The following is a quantum chemistry calculation of 3 unconnected molecules or ions with the total composition C32H54ClN2O10P3S at a distorted geometry, from the Open Molecules 2025 dataset.

Structure (XYZ):
```
103
Properties=species:S:1:pos:R:3:forces:R:3:mulliken_charge:R:1
C -7.099 -4.214 5.315 0.4 -0.1 -0.1 -1.1513
C -6.261 -3.499 4.237 -0.5 0.0 -0.2 -0.1111
C -5.444 -4.539 3.508 0.0 -0.1 0.7 0.4186
O -4.670 -5.217 4.123 0.6 -0.2 0.0 -0.5555
O -5.640 -4.702 2.182 0.0 0.7 -0.2 -0.2602
C -4.413 -4.939 1.464 0.4 -0.1 -0.3 -0.5548
C -4.676 -4.751 -0.029 -0.3 1.2 0.2 -1.2343
C -4.726 -3.260 -0.340 -0.5 -0.1 0.1 0.3226
C -5.866 -2.533 0.019 0.4 0.0 -0.4 -0.5012
C -5.940 -1.189 -0.283 -0.3 0.1 0.2 -0.9117
C -4.913 -0.503 -0.934 -0.8 -0.6 0.3 -0.1582
C -3.786 -1.231 -1.269 0.5 0.5 -0.1 0.8603
C -3.693 -2.585 -0.965 0.1 -0.3 0.1 -0.8163
S -2.412 -0.486 -2.116 0.0 0.1 -0.1 -0.2582
C -2.801 1.244 -2.024 -0.2 -0.6 0.3 0.5129
C -1.840 2.171 -2.405 0.4 0.3 -0.2 -0.5364
C -2.087 3.539 -2.406 -0.4 0.3 -0.2 -0.2160
C -1.104 4.595 -2.848 -0.4 0.2 0.5 -1.4304
C 0.018 4.946 -1.822 0.3 -0.1 -1.5 0.3914
C 1.405 4.469 -2.312 -0.2 0.0 0.5 -1.2619
Cl -0.362 4.350 -0.186 0.2 0.2 0.1 -0.1945
C -3.334 3.966 -1.965 -0.1 -0.3 0.0 -0.8237
C -4.287 3.041 -1.579 -0.2 0.6 1.0 0.7862
P -5.934 3.582 -1.058 -1.1 -1.2 -1.4 0.3096
N -6.993 3.054 -2.115 0.1 0.5 0.3 -0.7417
C -4.058 1.665 -1.598 -0.2 0.8 -0.3 0.0438
N -5.150 0.862 -1.221 0.8 -0.6 -0.5 0.0518
H -6.461 -4.508 6.148 0.0 0.0 0.0 0.2786
H -7.480 -5.140 4.884 -0.4 0.1 0.2 0.3334
H -7.898 -3.589 5.709 -0.1 0.0 -0.2 0.3613
H -6.875 -2.911 3.553 -0.1 -0.2 0.0 0.2335
H -5.567 -2.806 4.714 0.1 -0.1 -0.1 0.2876
H -3.981 -5.908 1.713 -0.2 -0.1 0.0 0.3888
H -3.720 -4.154 1.778 0.2 -0.2 0.1 0.4386
H -3.912 -5.207 -0.657 0.0 -0.3 0.2 0.5084
H -5.673 -5.123 -0.272 0.2 -0.5 -0.1 0.3427
H -6.685 -3.044 0.506 0.0 0.1 0.0 0.4493
H -6.844 -0.647 -0.022 0.1 0.1 0.0 0.4699
H -2.803 -3.152 -1.222 0.1 0.2 -0.1 0.3320
H -0.858 1.848 -2.739 -0.1 -0.2 0.0 0.4875
H -0.684 4.382 -3.832 0.2 -0.2 0.1 0.4894
H -1.693 5.505 -2.987 0.0 0.0 0.0 0.3477
H 0.058 6.031 -1.779 -0.1 0.0 0.4 0.4586
H 1.400 4.177 -3.361 -0.2 0.0 0.0 0.3046
H 1.725 3.609 -1.724 0.2 0.1 -0.1 0.2229
H 2.114 5.292 -2.220 0.2 -0.2 0.2 0.3659
H -3.601 5.017 -1.917 0.2 0.0 -0.1 0.1772
H -5.941 4.986 -0.917 0.5 -0.1 0.4 0.0720
H -6.232 2.966 0.175 0.7 0.5 0.3 0.0433
H -7.506 3.816 -2.542 -0.1 -0.2 -0.2 0.2141
H -5.952 0.997 -1.836 -0.1 0.2 0.2 0.3555
O 5.012 -0.740 -2.032 -2.4 -0.6 3.0 -0.7634
P 3.849 -1.128 -2.889 3.7 0.7 -7.2 1.3584
O 4.488 -2.391 -3.731 -0.4 -0.1 0.7 -0.4017
C 4.869 -3.573 -3.039 0.1 -0.2 0.0 -0.3084
C 3.668 -4.367 -2.558 0.0 0.1 0.1 -0.9627
O 4.000 0.037 -4.035 -0.8 0.2 0.4 -0.4244
C 4.803 1.195 -3.830 0.3 0.0 0.0 0.3826
C 6.230 0.976 -4.296 0.1 0.0 -0.2 -1.1927
O 2.343 -1.414 -3.519 -0.3 0.3 3.4 -0.3695
C 1.211 -1.754 -2.708 -0.5 -0.4 -0.1 -0.1415
C 1.143 -1.050 -1.374 0.4 0.2 0.0 -1.0523
H 5.528 -3.323 -2.202 0.0 0.0 0.0 0.2314
H 5.444 -4.172 -3.745 0.0 0.1 -0.1 0.3614
H 3.150 -3.836 -1.752 0.0 0.0 0.0 0.2003
H 3.978 -5.337 -2.166 0.0 0.0 0.0 0.4427
H 2.958 -4.524 -3.370 0.0 0.0 0.0 0.2410
H 4.773 1.504 -2.786 0.0 -0.1 0.0 -0.3501
H 4.348 2.001 -4.409 -0.1 -0.1 -0.1 0.3547
H 6.627 0.022 -3.951 -0.1 0.0 0.2 0.2781
H 6.880 1.777 -3.940 0.0 0.0 0.0 0.3589
H 6.272 0.958 -5.386 0.0 0.0 0.0 0.3308
H 1.186 -2.840 -2.579 0.1 0.0 0.1 0.1697
H 0.323 -1.491 -3.284 0.1 0.0 -0.2 0.2266
H 2.028 -1.242 -0.751 0.0 -0.1 -0.1 0.4759
H 0.267 -1.389 -0.824 0.0 0.1 0.0 0.3511
H 1.075 0.031 -1.512 -0.1 0.0 0.0 0.2365
O 2.854 0.255 3.294 -1.4 2.4 -1.3 -0.7794
P 3.963 1.229 3.454 4.7 -3.1 2.7 1.1578
O 5.211 0.643 2.586 -0.6 0.4 0.0 -0.3906
C 5.076 0.404 1.185 0.1 -0.1 -0.3 -0.2708
C 4.990 1.694 0.396 -0.2 0.2 0.1 -0.2217
O 4.491 0.927 4.963 -0.2 0.5 -0.2 -0.3714
C 3.763 0.074 5.844 -0.1 -0.3 0.0 -0.2998
C 4.209 -1.370 5.717 0.2 -0.1 0.1 -1.0091
O 4.575 2.752 3.566 -2.7 -0.1 -0.9 -0.3420
C 3.907 3.892 3.014 0.1 0.6 -0.3 -0.2459
C 2.400 3.863 3.115 -0.1 -0.3 0.1 -1.1371
H 4.211 -0.234 0.988 0.0 0.0 0.1 0.1748
H 5.966 -0.143 0.877 0.0 -0.1 0.1 0.3225
H 4.038 2.203 0.589 0.0 0.0 0.0 0.0072
H 5.048 1.492 -0.672 0.0 -0.1 0.0 -0.0707
H 5.798 2.371 0.675 0.0 0.0 0.0 0.3032
H 2.691 0.171 5.675 0.0 0.0 -0.2 0.3009
H 3.954 0.429 6.858 0.1 0.1 -0.1 0.3387
H 4.295 -1.676 4.675 -0.2 0.1 0.0 0.2713
H 3.510 -2.037 6.224 0.0 0.0 0.0 0.3403
H 5.195 -1.501 6.166 0.0 0.0 0.0 0.2858
H 4.225 4.016 1.975 0.0 -0.1 0.0 0.2615
H 4.278 4.764 3.556 0.2 -0.1 0.1 0.3284
H 1.969 2.988 2.615 0.1 0.1 0.0 0.3442
H 1.983 4.754 2.645 0.0 0.0 0.0 0.3840
H 2.082 3.834 4.159 0.0 0.0 0.0 0.3419
```
Positions in Å, forces in eV/Å.

- ΔE to the lowest compared entry with this formula, charge and spin: 0.0 kJ/mol
- Multiplicity: 1
- Charge: 0
- Calculated total energy: -108740.4182 eV
- Kohn-Sham gap: 0.2680 hartree



The following is a quantum chemistry calculation of a molecular structure, C8H15BiCl2N5 at a distorted geometry, from the Open Molecules 2025 dataset.

Structure (XYZ):
```
31
Properties=species:S:1:pos:R:3:forces:R:3:mulliken_charge:R:1
Bi 1.661 -0.214 0.158 1.7 -1.6 2.0 1.0604
Cl -0.140 -1.912 -0.380 -1.2 -1.9 -0.3 -0.6238
Cl 1.783 2.223 0.879 0.8 2.2 1.1 -0.6430
C 3.570 -1.147 0.016 0.9 1.0 -1.4 -1.2405
H 4.482 -0.489 -0.099 -0.8 -0.3 0.6 0.2691
H 3.698 -1.870 -0.805 -0.3 -0.5 0.5 0.2663
C -0.593 1.647 -1.385 -0.8 1.1 -0.5 -0.6291
C 0.551 1.095 -1.672 3.3 1.3 -2.1 -0.6214
H -0.614 2.569 -0.821 0.0 -0.2 0.5 0.4182
C 0.810 0.109 -2.766 -0.9 -1.5 -0.8 -0.4017
H 1.501 1.584 -1.344 -1.2 0.2 -0.4 1.0365
C -0.416 0.035 -3.695 -0.4 0.1 -0.2 -0.8854
H 1.706 0.285 -3.393 -0.2 0.4 0.7 0.2385
H 0.947 -0.888 -2.292 0.0 0.4 -0.8 0.1452
C -1.690 -0.084 -2.860 -0.1 -0.1 0.2 -0.6123
H -0.507 0.952 -4.304 0.3 -0.1 0.2 0.3261
H -0.360 -0.797 -4.418 0.1 0.2 0.4 0.3672
C -1.854 1.074 -1.877 -1.2 0.1 0.7 -0.5222
H -2.589 -0.133 -3.477 0.1 -0.1 -0.2 0.3497
H -1.628 -0.994 -2.268 0.0 -0.1 -0.1 0.1827
H -2.582 1.837 -2.223 0.5 -0.2 0.0 0.3646
H -2.290 0.712 -0.925 -0.3 -0.2 -0.4 0.2131
N -2.103 -0.742 5.360 0.4 -0.4 0.0 -0.5412
N -0.988 -0.581 4.533 1.2 -0.6 -0.6 1.1453
N 0.235 -0.871 5.016 -0.9 0.6 -1.3 -0.8409
C 0.961 -0.798 3.881 -0.6 0.0 0.5 -0.1726
N 0.235 -0.524 2.789 -1.9 -0.1 1.5 0.0458
N -1.057 -0.410 3.215 1.9 -0.1 1.1 -0.6933
H -2.900 -0.272 4.965 0.0 0.3 -0.1 0.2750
H -1.863 -0.438 6.301 0.0 0.2 -0.4 0.2755
H 2.033 -0.959 3.890 -0.3 0.1 -0.2 0.4484
```
Positions in Å, forces in eV/Å.

- ΔE to the lowest compared entry with this formula, charge and spin: 107.1 kJ/mol
- Multiplicity: 1
- Charge: -1
- Calculated total energy: -46871.4130 eV
- Kohn-Sham gap (alpha / beta): 0.2194 / 0.2193 hartree



The following is a quantum chemistry calculation of 2 unconnected molecules or ions with the total composition C3H9NO2, from the Open Molecules 2025 dataset.

Structure (XYZ):
```
15
Properties=species:S:1:pos:R:3:forces:R:3:mulliken_charge:R:1
C -0.257 0.218 0.684 -0.1 0.0 0.2 0.0382
N 0.883 0.554 0.040 -0.1 0.3 -0.2 -0.1599
C 2.120 -0.206 0.001 0.0 0.0 -0.1 -0.4394
C 1.935 -1.600 -0.600 0.4 -0.1 -0.1 -0.9073
O -1.336 0.716 0.444 -0.1 0.0 0.1 -0.5903
H -0.130 -0.520 1.496 0.1 -0.1 -0.1 0.3433
H 0.743 1.266 -0.659 0.0 0.0 -0.1 0.2486
H 2.553 -0.253 0.993 0.1 -0.1 0.2 0.2560
H 2.790 0.395 -0.614 0.2 -0.1 0.1 0.3221
H 2.703 -2.333 -0.322 -0.1 0.3 0.3 0.3134
H 1.991 -1.569 -1.681 -0.3 0.1 -0.3 0.2754
H 0.962 -1.978 -0.311 -0.1 -0.3 0.0 0.3006
H -4.991 1.012 -0.120 0.2 0.4 0.4 0.3177
H -4.776 2.343 0.712 0.2 -0.4 0.0 0.3156
O -5.189 1.957 -0.064 -0.4 0.0 -0.4 -0.6338
```
Positions in Å, forces in eV/Å.

- ΔE to the lowest compared entry with this formula, charge and spin: 90.3 kJ/mol
- Multiplicity: 1
- Charge: 0
- Calculated total energy: -8842.0195 eV
- Kohn-Sham gap: 0.3957 hartree